# 1
Entry from the Open Molecules 2025 dataset: a 4-piece molecular cluster, C40H45F5N2O3 overall at a distorted geometry (the ωB97M-V functional and the def2-TZVPD basis).

```
! wB97M-V def2-TZVPD RIJCOSX def2/J DEFGRID3
* xyz 0 1
C -4.29881 1.72009 0.68660
O -4.65624 1.09945 -0.62021
C -3.45741 0.60969 -1.32129
C -3.90289 -0.39313 -2.57009
C -4.18503 -1.95253 -2.07450
C -3.09431 -2.95924 -2.76883
C -3.27018 -4.54513 -2.39980
C -3.68555 -4.86390 -0.84788
C -2.40284 -4.98457 0.19185
C -1.49379 -3.62656 0.30381
C -1.20032 -3.13199 1.86130
C -2.26157 -3.41912 3.09639
C -1.91009 -2.84825 4.59283
C -2.90772 -3.02594 5.89431
C -3.36541 -1.47309 6.31453
O -3.88619 -0.71707 5.31459
F -3.18369 -0.90093 7.66967
C -0.51511 -2.01706 4.81989
C 0.58670 -1.70471 3.60079
N 1.80951 -0.92850 4.00203
C 2.63656 -0.72127 2.76348
F 3.90815 0.07548 2.94254
C 2.31266 -1.22651 1.25063
C 3.31637 -0.87034 -0.03248
C 2.36311 -0.11077 -1.14282
O 2.03993 1.25569 -0.61853
C 3.02147 -0.02636 -2.65188
F 4.12380 0.96373 -2.65254
F 1.88690 0.35423 -3.57408
F 3.42095 -1.40280 -3.03602
N 1.09054 -2.04039 0.93527
C 0.20951 -2.28167 2.12731
H -3.31231 1.24519 1.14588
H -4.13626 2.88474 0.59767
H -5.16834 1.45921 1.42572
H -2.94447 1.55216 -1.83271
H -2.65487 0.11691 -0.60881
H -3.01733 -0.45520 -3.36126
H -4.90703 -0.02600 -3.07055
H -5.30376 -2.28213 -2.17975
H -3.94363 -1.95569 -0.90573
H -1.99744 -2.59572 -2.53743
H -3.23751 -2.84379 -3.94698
H -2.24095 -5.07142 -2.69840
H -4.07716 -5.01739 -3.12675
H -4.18286 -5.94932 -0.85443
H -4.48904 -4.15028 -0.38569
H -1.71336 -5.84639 -0.26325
H -2.80007 -5.40540 1.21206
H -1.91958 -2.69016 -0.25480
H -0.42891 -3.89961 -0.16094
H -3.28150 -4.00054 2.90352
H -3.89730 -3.58086 5.55394
H -2.35345 -3.56328 6.77544
H -0.27405 -1.61644 5.91401
H 4.12675 -0.09953 0.31093
H 3.84095 -1.84732 -0.44014
H 1.29955 -0.63311 -1.28759
H 1.02680 1.30562 -0.58219
C -5.55761 5.38975 -3.97765
C -4.49875 6.14606 -3.47602
C -3.64354 5.60113 -2.51873
C -3.84982 4.30013 -2.05929
C -4.91425 3.54706 -2.55409
C -5.76728 4.09062 -3.51417
H -6.21978 5.81226 -4.72847
H -4.33941 7.16082 -3.83207
H -2.81639 6.18966 -2.13052
H -3.18218 3.87438 -1.31540
H -5.07877 2.53521 -2.19182
H -6.59532 3.50281 -3.90139
C 8.89095 -2.00526 3.72344
C 8.10952 -1.18545 2.90976
C 6.76771 -0.96781 3.22113
C 6.20548 -1.57397 4.34482
C 6.98450 -2.40125 5.15333
C 8.32732 -2.61593 4.84412
H 9.93816 -2.16928 3.48433
H 8.54684 -0.71506 2.03262
H 6.15990 -0.32609 2.58866
H 5.16081 -1.40254 4.58912
H 6.54501 -2.87853 6.02580
H 8.93488 -3.25876 5.47559
C 4.13765 6.34037 -2.46868
C 3.95644 5.00093 -2.12536
C 3.89264 4.02730 -3.12172
C 4.00577 4.39381 -4.46303
C 4.17766 5.73440 -4.80687
C 4.24525 6.70766 -3.81033
H 4.19405 7.09795 -1.69175
H 3.86569 4.71547 -1.08029
H 3.75483 2.98310 -2.85359
H 3.95870 3.63522 -5.23937
H 4.25990 6.02100 -5.85245
H 4.38156 7.75203 -4.07832
*
```

**Maximum force**: 0.195 Eh/bohr
**SMILES string**: COCCCCCCCCc1cc(CC(=O)F)cc2nc(F)c(C[C@@H](O)C(F)(F)F)nc12.c1ccccc1.c1ccccc1.c1ccccc1
**ΔE to the lowest compared entry with this formula, charge and spin**: 473.0 kcal per mole
**Frontier orbital gap**: 6.91 eV
**DFT total energy**: -64900.7665 eV

***

# 2
Entry from the Open Molecules 2025 dataset: one molecule with the formula C4H5FO2 at a distorted geometry (the ωB97M-V functional and the def2-TZVPD basis).

```
! wB97M-V def2-TZVPD RIJCOSX def2/J DEFGRID3
* xyz 0 1
C -1.03724 0.00081 -1.48957
O -0.73636 -0.70365 -0.19855
C 0.28443 -0.22116 0.44009
C 0.27336 -0.69887 1.98455
O -0.94345 -1.04022 2.45837
C 1.10800 0.89044 0.08308
F 1.39440 1.18995 -1.19006
H -2.17762 -0.19228 -1.67553
H -0.74819 1.02827 -1.38605
H -0.48755 -0.69424 -2.29794
H 1.34391 -0.75055 2.48010
H 1.72631 1.19150 0.79149
*
```

**Maximum force**: 0.168 Eh/bohr
**SMILES string**: CO/C(C=O)=C\F
**ΔE to the lowest compared entry with this formula, charge and spin**: 98.9 kcal per mole
**Frontier orbital gap**: 8.42 eV
**DFT total energy**: -11037.1970 eV

***

# 3
Entry from the Open Molecules 2025 dataset: an isolated ion of composition C5H12NO2 and charge -1 at a distorted geometry (the ωB97M-V functional and the def2-TZVPD basis).

```
! wB97M-V def2-TZVPD RIJCOSX def2/J DEFGRID3
* xyz -1 1
C 1.85589 -0.29754 0.76942
C 0.40239 -0.33504 0.27738
N 0.33453 -0.41820 -1.17519
C -1.12321 -0.96453 -1.63663
O -1.13867 -2.24498 -1.86792
C -0.33745 0.97975 0.70229
C -0.60548 0.99801 2.18102
O 0.48642 2.09378 0.39577
H 2.56983 -0.70828 0.05281
H 2.26895 0.69304 1.00509
H 2.00309 -0.75431 1.75703
H -0.00305 -1.21479 0.80030
H 1.05955 -1.05638 -1.45995
H -1.29184 -0.28635 -2.50571
H -1.77841 -0.64739 -0.79744
H -1.27626 1.04011 0.14960
H -1.27581 1.78498 2.54265
H -1.00409 0.04458 2.52658
H 0.31013 1.24432 2.73403
H 0.55367 2.11217 -0.56402
*
```

**Maximum force**: 0.032 Eh/bohr
**SMILES string**: C[C@H](NC[O-])[C@@H](C)O
**ΔE to the lowest compared entry with this formula, charge and spin**: 66.9 kcal per mole
**Frontier orbital gap**: 6.42 eV
**DFT total energy**: -10964.0896 eV

***

# 4
Entry from the Open Molecules 2025 dataset: C16H19AgN8O5Se2Te2 as an isolated structure (the ωB97M-V functional and the def2-TZVPD basis).

```
! wB97M-V def2-TZVPD RIJCOSX def2/J DEFGRID3
* xyz -2 1
Ag -0.20027 -0.03489 -0.22228
O -2.30662 1.57883 -5.86767
C -3.29786 1.50257 -5.00634
O -4.45420 1.70693 -5.32742
C -2.94934 1.15079 -3.60545
C -3.88620 1.05045 -2.59290
N -3.23209 0.70854 -1.47804
N -1.92187 0.58472 -1.69222
C -1.71740 0.85037 -2.97160
C -0.29506 0.84151 -3.48385
O -0.13748 1.10172 -4.70754
O 0.60009 0.59046 -2.65844
H -1.39429 1.38211 -5.40868
H -4.95009 1.21082 -2.61534
H -3.59111 0.60495 -0.51613
Se 1.54040 0.25216 3.39491
Te -0.12759 1.48773 2.03435
Te -2.44787 0.74988 3.36849
Se -4.36861 0.61891 1.74896
C 3.32649 2.77218 0.31006
C 4.73193 2.19776 0.45857
C 5.00546 1.79624 1.90397
C 4.96707 1.03713 -0.51086
N 4.03843 -0.06442 -0.33942
C 2.83443 -0.25643 -0.88735
N 2.32638 -1.35831 -0.39198
N 3.24889 -1.84009 0.47041
N 4.28010 -1.08026 0.50764
H 3.21388 3.66765 0.92258
H 2.58396 2.05306 0.66112
H 3.09367 3.03221 -0.72556
H 5.45903 2.96230 0.15521
H 4.27660 1.05919 2.24647
H 4.91227 2.66382 2.55959
H 6.00918 1.37907 2.01988
H 5.96882 0.62614 -0.38127
H 4.86132 1.37940 -1.54156
H 2.36117 0.37612 -1.62636
N -4.62857 -2.45101 3.48579
C -3.50806 -3.21085 3.53024
O -3.26748 -4.01393 4.41952
C -2.58284 -2.99129 2.36950
C -3.07381 -2.79019 1.08730
C -2.17767 -2.47777 0.08308
N -0.86891 -2.33837 0.29030
C -0.39828 -2.56080 1.52171
C -1.21596 -2.90590 2.58622
H -5.19116 -2.45224 4.32049
H -4.65115 -1.60689 2.90644
H -4.13398 -2.82814 0.88040
H -2.52389 -2.28112 -0.92626
H 0.66513 -2.40449 1.66339
H -0.80500 -3.02830 3.57789
*
```

**Maximum force**: 0.002 Eh/bohr
**ΔE to the lowest compared entry with this formula, charge and spin**: 7.7 kcal per mole
**Frontier orbital gap**: 5.67 eV
**DFT total energy**: -188342.6026 eV

***

# 5
Entry from the Open Molecules 2025 dataset: one molecule with the formula C5H8N2O at a distorted geometry (the ωB97M-V functional and the def2-TZVPD basis).

```
! wB97M-V def2-TZVPD RIJCOSX def2/J DEFGRID3
* xyz 0 1
C -1.80621 -1.67618 0.71463
C -0.92890 -0.61213 0.17229
N -1.45056 0.63159 -0.15893
N -0.51232 1.10342 -1.27136
C 0.55565 0.80473 -0.50483
C 1.67909 1.72707 -0.21743
C 0.42451 -0.56016 -0.02086
O 1.40197 -1.51158 -0.11007
H -2.20625 -1.38415 1.68968
H -2.65793 -1.83557 0.04653
H -1.26375 -2.61730 0.82668
H -0.66621 2.08948 -1.47690
H 1.50139 2.73848 -0.58696
H 2.58714 1.33654 -0.68703
H 1.85976 1.75865 0.86041
H 1.48262 -1.99290 0.72418
*
```

**Maximum force**: 0.099 Eh/bohr
**SMILES string**: Cc1n[nH]c(C)c1O
**ΔE to the lowest compared entry with this formula, charge and spin**: 103.2 kcal per mole
**Frontier orbital gap (spin up / spin down)**: 7.47 / 7.46 eV
**DFT total energy**: -10338.2492 eV

***

> Among the records above, which one has the lowest ΔE to the lowest compared entry with this formula, charge and spin?

C16H19AgN8O5Se2Te2

***

> Which value of DFT total energy does entry 1 give?

-64900.7665 eV

***

> Which of these has the lowest ΔE to the lowest compared entry with this formula, charge and spin?

C16H19AgN8O5Se2Te2

***

Copy entry 3 word for word.
Entry from the Open Molecules 2025 dataset: an isolated ion of composition C5H12NO2 and charge -1 at a distorted geometry (the ωB97M-V functional and the def2-TZVPD basis).

```
! wB97M-V def2-TZVPD RIJCOSX def2/J DEFGRID3
* xyz -1 1
C 1.85589 -0.29754 0.76942
C 0.40239 -0.33504 0.27738
N 0.33453 -0.41820 -1.17519
C -1.12321 -0.96453 -1.63663
O -1.13867 -2.24498 -1.86792
C -0.33745 0.97975 0.70229
C -0.60548 0.99801 2.18102
O 0.48642 2.09378 0.39577
H 2.56983 -0.70828 0.05281
H 2.26895 0.69304 1.00509
H 2.00309 -0.75431 1.75703
H -0.00305 -1.21479 0.80030
H 1.05955 -1.05638 -1.45995
H -1.29184 -0.28635 -2.50571
H -1.77841 -0.64739 -0.79744
H -1.27626 1.04011 0.14960
H -1.27581 1.78498 2.54265
H -1.00409 0.04458 2.52658
H 0.31013 1.24432 2.73403
H 0.55367 2.11217 -0.56402
*
```

**Maximum force**: 0.032 Eh/bohr
**SMILES string**: C[C@H](NC[O-])[C@@H](C)O
**ΔE to the lowest compared entry with this formula, charge and spin**: 66.9 kcal per mole
**Frontier orbital gap**: 6.42 eV
**DFT total energy**: -10964.0896 eV